# 1
95
Properties=species:S:1:pos:R:3 method="wB97M-V/def2-TZVPD" total_energy_ev=-156745.61273 lumo_energy_ev=-0.72 homo_energy_ev=-9.2881
I 4.7722 -8.5735 3.4750
I -0.0913 -6.8758 2.6141
S 2.8855 -2.8594 3.9173
F -2.3293 -0.0873 1.8424
F -0.9290 2.6034 -4.5047
F -0.2410 -0.6741 1.9516
F -2.7274 2.9691 -2.2874
F 3.0846 0.3128 -3.1594
F 4.8479 -5.5460 -1.9298
F 1.3334 4.7717 -1.9360
F -3.9160 -0.8609 6.2025
F -2.8022 7.9994 -5.1505
F -5.3258 6.6847 -2.5909
F 2.9368 -3.8350 -0.9424
F 2.0158 -1.5029 -4.9977
F 4.7741 -3.8500 0.2135
F 0.9960 2.1100 -2.5375
F -4.2397 9.2950 -3.1354
F 4.5167 -3.9179 -3.3138
F -5.9992 9.2821 -1.8639
F -3.5897 1.0548 -2.7640
F 2.0198 -3.0452 -3.4689
F -2.8491 7.1792 -2.4198
F -2.1581 5.9943 -5.6804
F -0.6844 4.4082 -2.6274
F 1.3157 2.4941 -0.4254
F -7.1641 7.3368 -3.5001
F -0.9461 6.9367 -3.4210
F -0.5790 2.0308 1.8067
F 4.3669 -1.3764 -3.5171
F -5.1207 1.5096 5.3377
F -2.4943 0.6352 5.5925
F -1.7393 2.0495 3.6344
F -3.0377 2.6032 -5.0247
F -4.2277 1.2457 3.3761
O -1.4810 1.0953 -2.1252
O 1.4665 -3.0109 4.4321
O -2.9034 -1.1403 4.2642
O 3.2045 -1.2232 -1.5912
O -5.3705 7.2311 -4.7780
O 2.8787 -3.5010 2.3849
O 3.1980 -1.3980 3.9635
C 1.9927 -1.7086 -3.6595
C -5.5594 9.0151 -3.1168
C 4.2372 -3.4615 -0.9819
C -5.8285 7.5533 -3.4856
C -1.5291 -0.9861 3.8781
C 4.1310 -5.3655 4.7362
C 3.1832 -1.0214 -2.9847
C -4.6226 0.5835 4.4843
C -0.8049 1.3513 2.9646
C 0.1739 4.1437 -1.6210
C 3.3464 -4.8758 2.3447
C -2.8839 6.7028 -4.7663
C 1.7947 -7.9449 2.8995
C 4.9877 -4.2037 -2.0881
C 3.0297 -5.7418 3.6423
C -2.0813 1.9202 -4.3481
C -3.4596 -0.1771 5.1279
C 3.9409 -3.8132 5.1183
C 0.4141 2.6454 -1.4380
C 1.7299 -9.5277 2.6084
C 2.9845 -7.3151 3.3100
C -2.4570 1.7854 -2.8699
C -0.8243 1.8013 -1.0611
C -4.3487 6.2313 -4.9001
C -2.2292 6.4935 -3.4010
C -1.2465 -0.0798 2.6584
C 4.3167 -1.9196 -1.0176
H -1.5345 2.3553 -0.4433
H 0.1230 1.3637 3.5431
H -0.8896 -0.7500 4.7310
H -5.4264 -0.0997 4.2013
H 1.0479 -1.3294 -3.2633
H -4.4536 5.8757 -5.9285
H 6.0573 -3.9763 -2.0623
H 4.9519 -3.2907 5.1349
H -0.2099 4.5988 -0.7035
H 4.3120 -1.5985 0.0279
H 0.6750 -9.7849 2.2511
H 5.2046 -5.5279 4.3700
H 3.9819 -6.0081 5.6583
H 2.0111 -5.5281 4.1139
H -1.2260 -1.9930 3.5790
H 3.0032 -5.3381 1.3677
H 2.5364 -9.8723 1.8943
H -2.2110 5.4404 -3.1310
H 1.8457 -10.0167 3.6336
H 3.4180 -3.7701 6.1337
H 5.2698 -1.5599 -1.4119
H -0.4542 1.0058 -0.4086
H -1.9582 0.9386 -4.8109
H -4.5620 5.3556 -4.2829
H 4.4912 -4.8217 2.2713
H -6.0582 9.6915 -3.8143

# 2
63
Properties=species:S:1:pos:R:3 method="wB97M-V/def2-TZVPD" total_energy_ev=-57294.56348 charge=+3 lumo_energy_ev="-11.90 / -11.92" homo_energy_ev="-15.7226 / -15.7204"
Pt 0.0462 0.3292 0.1312
S -2.2428 0.2975 -0.4783
F 6.2280 -0.3141 -2.2076
O 1.0041 -0.5782 4.1969
O 0.2647 0.3974 2.3314
O 2.0330 -0.5225 0.2239
N 4.8842 0.1442 3.1114
N 8.3114 0.1781 -0.3270
N 10.6575 1.5034 -0.7266
N -0.2363 2.5181 -0.2466
C 0.7701 3.3744 -0.2522
C 4.2718 -0.2267 0.8203
C 2.8574 -0.3290 1.1522
C 4.6508 -0.3252 -0.5236
C 0.5315 4.7546 -0.1550
C 10.1941 0.6364 -1.8396
C -0.7524 5.2162 -0.0310
C 6.9946 0.0381 0.0418
C 5.4657 1.5103 5.1658
C 2.5837 -0.1738 2.5365
C 10.5033 0.8111 0.5904
C -4.1926 3.7568 -0.0092
C 6.4668 1.8478 4.1055
C 6.5970 0.1653 1.3780
C -3.1832 4.6961 0.0701
C -1.5159 2.9270 -0.1672
C 8.6902 0.4116 -1.7147
C 5.2656 0.0263 1.7911
C -1.8294 4.3052 -0.0393
C -2.5754 1.9700 -0.2493
C 3.5994 -0.0136 3.4471
C 2.1545 2.8380 -0.3687
C 5.9571 -0.1980 -0.9006
C 9.4105 -0.2659 0.5004
C 1.1199 -0.1403 3.0798
C -3.9006 2.4078 -0.1851
C 5.8379 0.4847 4.1383
H 10.0992 2.3656 -0.7297
H 2.7789 3.5341 -0.9183
H -0.9447 6.2723 0.0627
H 10.7471 -0.3028 -1.7986
H 6.4344 -0.3602 4.4597
H -4.6955 1.6806 -0.2683
H 7.3392 0.4074 2.1210
H 3.3599 0.0122 4.5016
H 4.4967 1.9833 5.1147
H 2.1446 1.8717 -0.8783
H 1.3673 5.4332 -0.1742
H 10.2638 1.5545 1.3516
H 9.0736 -0.5141 1.5042
H 7.5049 1.9461 4.3835
H 9.8245 -1.1865 0.0696
H 11.6374 1.7815 -0.8708
H 11.4458 0.3328 0.8617
H -5.2237 4.0673 0.0584
H 8.1434 1.2860 -2.0857
H 2.5843 2.7068 0.6235
H 10.4101 1.1095 -2.7984
H 5.8116 1.3646 6.1777
H 6.1544 2.5239 3.3239
H -3.4129 5.7429 0.2127
H 8.4357 -0.4359 -2.3602
H 3.8985 -0.5199 -1.2708

# 3
65
Properties=species:S:1:pos:R:3 method="wB97M-V/def2-TZVPD" total_energy_ev=-137196.27013 spin_multiplicity=6 lumo_energy_ev="-0.77 / -0.86" homo_energy_ev="-7.0522 / -7.1106" e_above_lowest_kcal_mol=0.00
I 4.7343 3.6997 -4.2433
I -0.8508 1.5293 -4.6519
Mn -0.6910 -0.2562 -0.2067
S -2.1894 1.4380 0.4688
S 0.7129 5.8898 -1.9698
S -1.7263 5.6861 -0.2587
S -0.4108 3.2988 -1.0607
S -3.8153 4.3115 1.3997
O -0.8176 -2.2237 -0.6794
O 0.1575 0.1664 -1.9723
N 1.5779 0.4337 0.4646
N -0.4112 -0.7452 2.0591
C 2.8105 -4.9693 -1.9724
C -2.9922 4.1417 3.0047
C 0.8790 -4.5415 0.0123
C 2.5942 0.1816 -0.5769
C -1.5205 -0.8173 2.7986
C 2.7638 -5.8045 -0.8526
C -2.4263 4.1949 0.3347
C -0.1028 -4.3185 1.1385
C 1.8996 -0.2585 1.7092
C -0.1584 -2.8275 -1.4875
C -1.8016 3.0582 -0.0388
C 1.8860 -3.9582 -2.1546
C -0.4255 0.1075 4.6864
C 3.3952 1.7682 -2.3452
C -0.4125 5.0221 -1.1456
C 1.8129 -5.5608 0.1309
C 1.9890 2.4308 -4.1768
C 0.7311 0.1858 3.9217
C 0.7007 -0.2701 2.6184
C -1.5712 -0.4178 4.1224
C 0.8963 -3.7718 -1.1658
C 0.9778 1.6303 -3.6660
C 2.3749 0.9722 -1.8336
C 3.7340 -6.9471 -0.7171
C 1.9839 -3.0472 -3.3680
C 3.2035 2.4949 -3.5067
C 1.1256 0.8906 -2.4779
H -2.4078 -1.1972 2.3024
H 2.1283 -1.2931 1.4459
H -1.0976 -4.0594 0.7844
H 1.6481 0.5967 4.3295
H -3.7718 3.9455 3.7499
H 2.5456 -0.8914 -0.7961
H 1.5631 -2.0560 -3.2001
H 1.4746 -3.4805 -4.2346
H -2.4545 5.0523 3.2708
H -0.1694 -5.2113 1.7638
H 4.3489 1.8137 -1.8273
H 3.0282 -2.9170 -3.6433
H 4.7650 -6.5867 -0.7285
H 1.7892 -6.1900 1.0168
H -0.4285 0.4591 5.7124
H 3.5746 -7.5019 0.2066
H 0.2272 -3.4872 1.7664
H -2.3117 3.2872 2.9624
H 3.5886 -5.1165 -2.7195
H 1.8219 3.0111 -5.0790
H 3.6240 -7.6387 -1.5548
H -0.3493 -2.6351 -2.5505
H 1.5157 1.4283 0.6316
H 3.5988 0.3905 -0.1981
H 2.7704 0.1516 2.2233
H -2.4933 -0.5024 4.6817

# 4
65
Properties=species:S:1:pos:R:3 method="wB97M-V/def2-TZVPD" total_energy_ev=-107346.09787 spin_multiplicity=2 charge=+1 lumo_energy_ev="-3.19 / -3.11" homo_energy_ev="-9.9692 / -9.6792" e_above_lowest_kcal_mol=99.35
Sb 2.1043 -1.0707 -3.3394
Mo 1.2315 -0.4828 -0.8782
S 4.1692 -0.0918 -2.5153
S 2.9358 -1.1254 2.2823
S 3.5139 -3.0598 4.5427
S 3.2653 0.4480 -0.6994
S 1.6757 -2.6827 -1.4963
P -0.6374 1.3358 -1.1033
O 2.7181 -0.6241 4.8133
O -0.4435 -0.1769 3.0400
N 2.9129 -2.6879 1.4144
N -0.6816 0.4862 1.8209
C -0.4675 1.6991 -3.8980
C 0.1163 2.2154 -5.0490
C 3.0149 -1.6270 4.0085
C -1.9982 3.8541 1.8305
C 1.1542 3.1293 -4.9525
C 2.5340 -5.0401 2.0360
C -3.3765 0.8839 -1.7267
C -2.3340 4.9296 -0.2770
C -1.3327 2.7234 -0.1858
C -0.2138 -4.5798 2.0984
C 0.2909 -5.8479 2.3504
C -1.4543 2.7307 1.2082
C -1.7747 3.8284 -0.9095
C -1.8956 -0.9951 -1.8655
C 1.0263 3.0233 -2.5544
C -4.2188 -1.2786 -2.3753
C 1.6066 3.5354 -3.7023
C 2.0098 -3.7861 1.8019
C -4.4314 0.0681 -2.1074
C 1.6585 -6.0791 2.3113
C 0.6522 -3.5369 1.8127
C -2.0900 0.3613 -1.6161
C -2.4400 4.9468 1.1039
C 2.3347 0.6748 4.3159
C -2.9449 -1.8145 -2.2527
C -1.0727 1.6548 2.1342
C -0.0132 2.0976 -2.6451
H -2.8602 5.8021 1.6150
H 2.4161 4.2488 -3.6241
H 3.6036 -5.2055 2.0236
H 1.6113 3.5270 -5.8487
H 0.2733 -2.5464 1.5902
H -5.0459 -1.9095 -2.6725
H -0.2398 -1.0987 2.8138
H -2.7643 -2.8624 -2.4511
H -3.5633 1.9288 -1.5153
H 1.3909 0.6157 3.7731
H 2.2111 1.2861 5.2028
H -2.6711 5.7702 -0.8681
H 2.5641 -2.3938 0.4571
H -0.2457 1.9040 -6.0202
H 3.8685 -3.0268 1.2867
H -0.3859 -6.6617 2.5712
H 1.3938 3.3375 -1.5836
H -1.6743 3.8465 -1.9868
H -0.9119 -1.4601 -1.7831
H 3.1292 1.0967 3.6971
H -1.2802 0.9867 -3.9779
H -1.1846 1.8990 3.1894
H -1.2806 -4.4040 2.1127
H -5.4250 0.4879 -2.1912
H 2.0492 -7.0686 2.5032
H -2.0825 3.8616 2.9102

# 5
65
Properties=species:S:1:pos:R:3 method="wB97M-V/def2-TZVPD" total_energy_ev=-99290.26918 charge=+1 lumo_energy_ev="-4.00 / -4.00" homo_energy_ev="-10.4660 / -10.4696" e_above_lowest_kcal_mol=1.15
W -1.2309 1.2144 0.1188
Te 0.6861 3.2334 -0.4011
S -1.8992 4.9717 3.2669
S -1.1384 2.2226 2.2700
S -2.8395 2.7962 -0.3094
S -3.4771 5.5503 0.8094
P 0.5051 -0.6291 0.2596
O -0.6142 1.1796 -2.0314
O -4.0588 -1.3961 -0.9621
O -3.2061 7.2279 2.8326
N -2.2473 -0.3837 1.3493
N -2.2810 -0.0094 -1.3311
C 4.5272 -0.9647 1.0491
C 1.7422 3.7945 1.3452
C -1.5624 -1.5936 1.7882
C 0.4124 -2.9480 1.8590
C 3.5755 0.6438 2.5639
C -0.1607 -2.7098 -1.4883
C 1.4669 -1.8085 -3.5469
C -1.5561 0.3929 -2.3534
C -0.1464 -3.3766 -2.7067
C 0.6702 -2.9307 -3.7356
C -2.6704 4.0084 0.9210
C -1.5674 -3.6376 3.0310
C -2.9322 6.1546 2.3956
C 2.3522 2.3616 -1.3775
C 0.6473 -1.5912 -1.2847
C 2.1839 -0.4317 0.9133
C 3.2847 -1.1555 0.4606
C -1.9923 -0.1632 -3.6694
C 1.4483 -1.1389 -2.3336
C -0.2527 -1.8090 1.4053
C 2.3355 0.4617 1.9740
C -0.2414 -3.8568 2.6701
C 4.6746 -0.0637 2.0943
C -3.2193 -0.9962 -3.2523
C -1.9598 3.7433 2.0400
C -2.2324 -2.5060 2.5923
C -3.2983 -0.8604 -1.7345
H 3.0515 3.1622 -1.6054
H 5.6460 0.0823 2.5487
H -2.0829 -4.3502 3.6612
H 2.1210 2.9179 1.8615
H -4.1492 -0.6323 -3.6863
H -2.6189 0.0834 2.1689
H 2.8209 1.6184 -0.7394
H 3.1775 -1.8719 -0.3432
H -3.1285 -2.0505 -3.5089
H 3.6863 1.3354 3.3894
H 0.6903 -3.4575 -4.6811
H -0.7983 -3.0764 -0.6926
H 1.9812 1.9198 -2.2989
H 2.1061 -1.4554 -4.3460
H 1.4438 -3.1178 1.5718
H 1.0558 4.3489 1.9798
H -3.0583 -0.6605 0.7829
H 2.5577 4.4422 1.0308
H -0.7660 -4.2540 -2.8440
H 2.0721 -0.2639 -2.2024
H -1.1864 -0.7678 -4.0889
H -2.2155 0.6361 -4.3753
H 0.2774 -4.7387 3.0219
H 1.4712 1.0088 2.3367
H -3.2636 -2.3280 2.8737
H 5.3809 -1.5271 0.6938

# 6
68
Properties=species:S:1:pos:R:3 method="wB97M-V/def2-TZVPD" total_energy_ev=-126963.31811 spin_multiplicity=3 charge=-2 lumo_energy_ev="4.08 / 4.06" homo_energy_ev="-0.0765 / -1.1647" e_above_lowest_kcal_mol=8.48
Sb 3.6285 1.4672 -0.1616
Ti -0.2787 -0.5171 0.0095
S -0.5461 3.0476 -2.5549
S 0.3613 1.9265 0.7997
S -2.3888 4.7689 -1.0268
S -1.6802 3.9076 1.5572
S -3.8579 5.9454 1.3075
O 0.6167 -0.1867 -1.6185
O 1.7807 0.1329 -6.2343
O -2.7758 0.1383 3.3952
O -0.5761 -1.4693 4.1753
O -0.7570 -2.3120 -0.8062
N -2.3249 0.2659 -0.1028
N 1.2708 -1.5202 1.1637
N -1.0932 -0.7133 2.0188
C -2.8894 0.5683 1.0708
C 1.9679 1.5193 -6.0453
C 1.3035 -0.5634 -5.1412
C 0.2212 -2.0968 -3.0102
C 0.9676 -1.8332 2.4274
C 3.4572 3.6014 -0.2058
C 0.9401 -1.8902 -5.3509
C 3.2506 -2.8210 1.3133
C -1.1199 3.5419 -1.0068
C -0.3995 -2.8303 -1.9701
C 5.8121 1.5250 -0.0311
C -0.3418 -1.3011 2.9900
C -2.8107 0.7967 -1.2238
C -3.9658 1.4247 1.1735
C 2.9285 -3.1661 2.6226
C 0.6703 -0.7492 -2.8225
C 1.7651 -2.6765 3.1863
C -2.6823 4.9391 0.6502
C 0.4170 -2.6372 -4.3095
C 2.3895 -2.0029 0.6097
C -4.4689 1.9915 0.0101
C 1.1827 -0.0022 -3.8723
C -0.8150 3.1137 0.2524
C -0.7406 -4.2807 -2.1620
C -3.8902 1.6653 -1.2045
C 3.5120 1.2081 1.9768
C -2.2510 -0.0289 2.3150
H 2.4105 3.8486 -0.0417
H 2.7793 1.7260 -5.3403
H 4.1492 -3.1895 0.8377
H 1.4509 1.0190 -3.6408
H 6.2491 1.7717 -1.0005
H -4.3504 1.6628 2.1544
H 0.1286 -4.8732 -2.4722
H 1.4508 -2.9082 4.1938
H 3.7613 3.9724 -1.1850
H -1.1179 -4.6747 -1.2192
H 2.5693 -1.7158 -0.4197
H 4.1361 0.3577 2.2619
H -2.2857 0.5641 -2.1408
H 0.1168 -3.6593 -4.5064
H 3.5787 -3.8218 3.1895
H 6.1818 0.5433 0.2731
H 1.0536 -2.3180 -6.3400
H 3.8789 2.1059 2.4769
H 6.1354 2.2661 0.7032
H -4.2209 2.1176 -2.1288
H 2.4843 1.0314 2.2864
H 1.0599 2.0020 -5.6728
H 2.2285 1.9293 -7.0204
H -1.5142 -4.4303 -2.9277
H -5.2763 2.7112 0.0594
H 4.0838 4.0451 0.5697

# 7
64
Properties=species:S:1:pos:R:3 method="wB97M-V/def2-TZVPD" total_energy_ev=-56389.22858 lumo_energy_ev=-0.26 homo_energy_ev=-8.3313
S -1.0979 2.6779 -0.2890
O 1.6828 5.5082 -3.0022
O 1.6003 0.2043 -1.8179
O 1.2300 -1.4838 2.0297
O 5.0708 1.3213 1.7582
N 1.8193 2.7470 -2.8252
N -3.7353 -5.4109 0.4571
N -0.1485 -0.3612 -0.5098
N -0.7459 4.1752 -0.7869
N 2.7152 -1.1627 0.3601
N 0.0672 6.5565 -1.8138
C -1.4313 -3.0101 -1.1260
C -2.9842 -0.1004 1.8404
C -4.5246 -5.6831 -0.5420
C -3.7805 0.2686 -0.3916
C 0.2426 4.1997 -1.6545
C -1.4479 -0.1365 0.0032
C -2.7253 -4.5393 0.2617
C -4.0266 0.1582 0.9669
C 0.5614 0.5407 -1.2356
C -2.4961 0.1158 -0.8775
C 0.1322 1.9233 -1.2603
C 3.7731 -0.6557 1.2009
C -0.6160 -2.7143 -0.0602
C 3.3208 2.7116 2.4287
C 0.8102 2.9232 -1.9694
C -2.4997 -3.9129 -0.9948
C -4.3931 -5.1223 -1.8268
C 4.5953 2.0111 2.8962
C 2.7263 1.6640 1.4856
C -0.8377 -3.3471 1.1769
C 0.4624 -1.6809 -0.2785
C -1.6936 -0.2486 1.3657
C 1.4944 -1.4579 0.8429
C 3.9569 0.8625 1.0116
C -1.8623 -4.2382 1.3336
C 0.7405 5.4665 -2.2270
C -3.3770 -4.2353 -2.0517
H 4.1797 1.0552 -0.0461
H 2.1935 2.1145 0.6506
H -0.1917 -3.1167 2.0079
H 2.0404 1.0104 2.0244
H 2.2176 1.8232 -2.9019
H -5.0861 -5.3960 -2.6076
H 5.3827 2.6924 3.2195
H 2.7981 -0.9625 -0.6299
H -5.3199 -6.3888 -0.3360
H -0.8794 -0.4636 2.0397
H 3.5768 3.6181 1.8796
H -3.2328 -3.7761 -3.0204
H -1.2662 -2.5404 -2.0867
H -2.0395 -4.7270 2.2784
H 0.3369 7.4667 -2.1457
H -3.1751 -0.1916 2.8986
H -4.5922 0.4611 -1.0768
H 4.3727 1.3046 3.7088
H -0.6952 6.4499 -1.1671
H -2.2955 0.1890 -1.9366
H 4.7116 -1.1594 0.9533
H 1.0063 -1.9322 -1.1994
H -5.0325 0.2678 1.3425
H 2.6573 2.9671 3.2510
H 3.5107 -0.8767 2.2378
H 2.2437 3.5767 -3.2168